1.
A 3-piece molecular cluster, C3H6BrNO2 overall in a non-equilibrium geometry. Source: OMol25; level of theory: wB97M-V/def2-TZVPD.

Cartesian coordinates (Å):
C  1.69  -1.36  0.42
C  -2.32  0.36  0.40
C  -0.88  0.58  -1.33
N  0.77  -0.75  0.10
O  2.75  -1.67  0.87
O  -1.36  1.13  -0.34
Br  4.41  0.85  1.06
H  -3.25  0.48  -0.08
H  -2.39  0.64  1.46
H  -2.02  -0.62  0.19
H  -1.24  -0.34  -1.75
H  3.88  -0.41  0.66
H  -0.03  1.11  -1.67

Calculated values
* maximum force: 5.3 eV/A
* multiplicity: 1
* energy relative to the best compared isomer or geometry (same formula, charge and spin): 80.6 kcal per mole
* HOMO: -8.64 eV
* HOMO-LUMO gap: 0.252 Ha
* LUMO level: -1.777 eV

***

2.
C11H25CeClIN2OP2 as an isolated structure in a non-equilibrium geometry. Source: OMol25; level of theory: wB97M-V/def2-TZVPD.

Cartesian coordinates (Å):
C  -3.22  -0.01  -1.53
C  -1.79  -0.13  -1.12
H  -3.37  -0.41  -2.54
H  -3.50  1.04  -1.48
H  -3.83  -0.54  -0.80
O  -0.82  -0.57  -1.75
I  1.77  0.90  2.88
Ce  -0.12  0.23  0.51
P  -0.97  -2.32  1.59
C  0.34  -3.59  1.39
C  -1.16  -2.23  3.41
H  -1.64  -3.14  3.77
H  -2.61  -4.18  1.62
H  -1.77  -1.35  3.67
H  -3.35  -2.57  1.32
H  1.28  -3.18  1.80
H  -0.17  -2.10  3.86
C  -2.49  -3.22  1.10
H  0.09  -4.53  1.90
H  -2.46  -3.39  0.02
H  0.49  -3.77  0.32
P  0.09  2.88  -0.65
C  1.69  3.16  -1.51
C  -1.11  3.61  -1.81
H  -0.68  3.99  1.37
H  0.05  5.16  0.22
H  1.09  4.07  1.22
C  0.14  4.16  0.67
H  -2.10  3.63  -1.32
H  -0.84  4.62  -2.14
H  1.78  4.18  -1.91
H  1.75  2.43  -2.34
H  -1.18  2.95  -2.69
H  2.51  2.95  -0.81
Cl  -2.15  1.20  1.81
N  3.20  -0.35  -0.17
C  4.12  -0.93  -0.95
C  3.43  -1.70  -1.88
C  2.07  -1.53  -1.61
N  1.93  -0.69  -0.54
H  3.32  0.23  0.67
H  5.17  -0.74  -0.81
H  3.84  -2.31  -2.65
H  1.19  -1.90  -2.10

Calculated values
* maximum force: 5.0 eV/A
* net charge: +2
* multiplicity: 2
* energy relative to the best compared isomer or geometry (same formula, charge and spin): 42.3 kcal per mole
* HOMO (spin up / spin down): -15.24 / -15.23 eV
* HOMO-LUMO gap (spin up / spin down): 0.235 / 0.183 Ha
* LUMO level (spin up / spin down): -8.840 / -10.244 eV

***

3.
One molecule with the formula C2H3N3O2 in a non-equilibrium geometry. Source: OMol25; level of theory: wB97M-V/def2-TZVPD.

Cartesian coordinates (Å):
C  -0.90  -0.21  -0.09
C  1.30  -0.20  -0.08
H  -2.69  0.38  0.30
H  0.25  -1.92  -0.09
H  1.19  1.76  0.49
N  -2.12  -0.54  0.05
N  0.17  -0.97  -0.33
N  0.91  1.11  -0.29
O  2.43  -0.49  0.12
O  -0.53  1.08  -0.07

Calculated values
* maximum force: 3.7 eV/A
* multiplicity: 1
* energy relative to the best compared isomer or geometry (same formula, charge and spin): 44.6 kcal per mole
* HOMO: -9.92 eV
* HOMO-LUMO gap: 0.383 Ha
* LUMO level: 0.520 eV

***

4.
One molecule with the formula C2H4O3. Source: OMol25; level of theory: wB97M-V/def2-TZVPD.

Cartesian coordinates (Å):
C  0.27  0.46  0.88
C  0.22  -0.63  -0.17
O  -1.18  -0.95  -0.36
O  -0.06  1.64  0.53
O  0.81  0.00  -1.18
H  -0.18  1.55  -0.47
H  -1.29  -0.93  -1.33
H  0.68  0.39  1.89
H  0.73  -1.54  0.21

Calculated values
* maximum force: 0.6 eV/A
* multiplicity: 1
* energy relative to the best compared isomer or geometry (same formula, charge and spin): 72.1 kcal per mole
* HOMO (spin up / spin down): -9.35 / -9.35 eV
* HOMO-LUMO gap (spin up / spin down): 0.309 / 0.309 Ha
* LUMO level (spin up / spin down): -0.957 / -0.957 eV

***

5.
A 2-piece molecular cluster, C3H7N3S overall in a non-equilibrium geometry. Source: OMol25; level of theory: wB97M-V/def2-TZVPD.

Cartesian coordinates (Å):
C  0.51  -0.02  1.83
C  0.50  0.50  0.41
C  -1.20  -0.06  -1.38
N  -0.79  -0.74  1.99
N  -0.60  -0.26  -0.09
N  -1.28  -0.80  0.87
S  -0.78  -2.33  4.40
H  1.21  -0.88  1.92
H  0.77  0.67  2.62
H  0.29  1.59  0.25
H  1.49  0.34  -0.18
H  -1.16  -0.93  -2.04
H  -2.19  0.28  -1.36
H  -0.59  0.79  -1.96

Calculated values
* maximum force: 3.7 eV/A
* multiplicity: 3
* energy relative to the best compared isomer or geometry (same formula, charge and spin): 0.0 kcal per mole
* HOMO (spin up / spin down): -8.92 / -8.76 eV
* HOMO-LUMO gap (spin up / spin down): 0.358 / 0.263 Ha
* LUMO level (spin up / spin down): 0.824 / -1.606 eV

***

6.
A 3-piece molecular cluster, C35H54Br4F3N2O10 overall in a non-equilibrium geometry. Source: OMol25; level of theory: wB97M-V/def2-TZVPD.

Cartesian coordinates (Å):
C  -0.81  -3.35  1.15
C  -0.72  -2.30  1.67
C  -0.44  -1.04  2.37
C  -0.57  -1.31  3.91
C  -1.52  -2.35  4.50
O  -2.30  -2.03  5.35
O  -1.38  -3.64  4.18
C  1.07  -0.82  2.26
N  1.64  -0.48  0.89
C  2.77  0.48  1.29
C  3.83  0.79  0.24
C  4.71  1.93  0.76
F  5.60  1.40  1.69
C  2.36  -1.74  0.48
C  2.95  -1.89  -0.93
C  2.45  -3.11  -1.68
F  4.34  -2.10  -0.75
C  0.59  0.08  -0.06
C  -0.03  -0.95  -1.02
N  0.31  -0.61  -2.41
C  -0.59  -1.29  -3.35
C  -0.52  1.00  0.60
O  -1.61  1.11  -0.29
C  -1.45  1.75  -1.56
C  -2.31  2.99  -1.68
O  -1.55  4.18  -1.70
C  -2.37  5.31  -1.99
C  -1.72  6.59  -1.50
C  -0.08  2.49  0.79
Br  1.48  3.12  -0.16
C  -0.72  3.53  1.33
C  -0.24  4.95  1.36
Br  -2.45  3.40  2.08
C  -1.20  0.25  1.87
F  -0.94  1.11  2.95
C  -2.73  0.10  1.76
Br  -3.38  -1.13  0.37
C  -3.47  -0.17  3.11
C  -4.34  -1.41  3.19
Br  -4.75  1.32  3.44
H  -0.91  -4.29  0.66
H  0.40  -1.67  4.26
H  -0.73  -0.41  4.49
H  -0.57  -3.80  3.66
H  1.33  -0.05  2.99
H  1.54  -1.74  2.60
H  2.35  1.38  1.73
H  3.29  -0.01  2.11
H  3.47  0.99  -0.76
H  4.53  -0.05  0.21
H  5.30  2.34  -0.06
H  4.13  2.71  1.26
H  1.69  -2.58  0.64
H  3.17  -1.92  1.18
H  2.87  -0.97  -1.51
H  2.31  -3.91  -0.95
H  3.21  -3.46  -2.37
H  1.49  -2.95  -2.16
H  1.14  0.70  -0.76
H  -1.11  -0.93  -0.96
H  0.23  -1.98  -0.77
H  1.23  -0.96  -2.63
H  -0.41  -0.90  -4.34
H  -0.41  -2.37  -3.36
H  -1.63  -1.09  -3.11
H  -0.43  1.91  -1.89
H  -1.85  1.05  -2.29
H  -2.95  2.93  -2.57
H  -3.00  2.98  -0.82
H  -2.62  5.33  -3.05
H  -3.32  5.17  -1.46
H  -2.12  6.85  -0.52
H  -2.02  7.40  -2.15
H  -0.64  6.51  -1.45
H  -0.91  5.58  1.93
H  0.74  4.99  1.85
H  -0.14  5.35  0.36
H  -3.19  1.00  1.37
H  -2.81  -0.10  3.96
H  -5.24  -1.31  2.60
H  -3.79  -2.32  2.98
H  -4.67  -1.49  4.23
C  1.10  -8.51  3.80
C  1.14  -7.39  2.79
C  2.50  -7.13  2.18
O  2.44  -5.71  1.90
C  1.56  -5.17  2.77
O  1.42  -3.99  2.92
O  0.86  -6.11  3.41
H  0.07  -8.81  4.01
H  1.63  -9.39  3.42
H  1.55  -8.20  4.74
H  0.39  -7.55  2.01
H  2.67  -7.69  1.27
H  3.32  -7.31  2.88
C  -1.08  5.05  -7.28
C  -1.08  4.44  -5.90
C  0.29  4.12  -5.34
O  0.02  2.99  -4.49
C  -1.09  2.38  -4.96
O  -1.47  1.31  -4.60
O  -1.70  3.14  -5.90
H  -2.05  5.48  -7.51
H  -0.34  5.85  -7.34
H  -0.86  4.30  -8.03
H  -1.64  5.07  -5.20
H  0.72  4.93  -4.76
H  0.99  3.81  -6.11

Calculated values
* maximum force: 2.5 eV/A
* net charge: +1
* multiplicity: 1
* HOMO: -11.31 eV
* HOMO-LUMO gap: 0.349 Ha
* LUMO level: -1.802 eV